{"formula": "C16H21Br3O15", "method": "ωB97M-V/def2-TZVPD", "elements": ["C", "Br", "Br", "Br", "H", "C", "C", "O", "C", "O", "O", "H", "H", "H", "H", "C", "C", "O", "C", "O", "O", "H", "H", "H", "H", "C", "C", "O", "C", "O", "O", "H", "H", "H", "H", "C", "C", "O", "C", "O", "O", "H", "H", "H", "H", "C", "C", "O", "C", "O", "O", "H", "H", "H", "H"], "xyz": [[-0.195753, -0.379611, 1.505692], [-1.996377, -1.044729, 2.076447], [0.944305, 0.130328, 3.034345], [-0.612177, 1.322838, 0.676319], [0.195262, -1.076889, 0.764735], [-3.873412, 0.472327, -0.916711], [-3.601055, -0.103748, 0.464404], [-4.537196, -1.149669, 0.469093], [-5.528353, -1.006294, -0.436371], [-6.470371, -1.812780, -0.553871], [-5.119247, -0.090239, -1.291670], [-3.091747, 0.204218, -1.627495], [-3.934381, 1.558543, -0.849606], [-3.595818, 0.569490, 1.321623], [-2.604011, -0.538716, 0.395106], [2.585264, -1.489444, 1.414651], [3.921494, -1.663134, 0.810656], [3.558655, -2.517336, -0.183242], [2.313351, -2.500315, -0.561256], [1.821684, -2.928554, -1.494059], [1.682206, -1.636397, 0.344524], [2.403866, -0.487682, 1.804062], [2.494106, -2.235056, 2.204487], [4.648745, -2.224466, 1.397278], [4.487787, -0.776464, 0.525700], [2.481558, 1.994210, 4.396582], [2.554779, 2.065169, 2.837993], [1.539425, 2.965954, 2.524706], [0.848270, 3.398519, 3.635078], [-0.179426, 4.143163, 3.565393], [1.326744, 2.776545, 4.747455], [3.356688, 2.531567, 4.761928], [2.433750, 1.034694, 4.911516], [2.310401, 1.074046, 2.455837], [3.572542, 2.400012, 2.637623], [-0.570632, -1.420723, -1.244885], [-0.502611, -2.244139, -2.497260], [-1.536955, -1.839827, -3.257923], [-1.995584, -0.730470, -2.827429], [-2.941693, -0.114923, -3.397150], [-1.338928, -0.301275, -1.651699], [0.437545, -1.146007, -0.934697], [-1.073688, -1.938884, -0.428464], [-0.739871, -3.254301, -2.163541], [0.458259, -2.221108, -3.011354], [-0.408370, 1.741415, -2.853321], [0.637350, 1.665749, -1.843168], [1.483434, 0.618501, -2.227813], [1.038340, 0.042037, -3.348422], [1.560408, -0.872885, -3.861832], [-0.064284, 0.770572, -3.757893], [-0.557231, 2.676188, -3.393830], [-1.429329, 1.557979, -2.518522], [0.181849, 1.460728, -0.874360], [1.220432, 2.571273, -1.675389]], "forces_ev_per_a": [[-2.6628, 0.9901, 1.5432], [4.4682, -2.6827, 4.8631], [-6.4202, -3.4735, 1.6826], [-1.4744, -0.0921, 3.5901], [-0.1426, 0.6080, 1.2306], [0.0968, 1.3195, 0.8848], [-0.5205, 0.9517, -4.0919], [-0.4732, -1.1431, 2.5335], [-1.0758, -3.3911, -0.9827], [2.7492, 3.2259, 0.5867], [-1.4025, 0.8950, -1.1584], [-1.8161, 0.6916, 1.1291], [-0.3338, 0.0999, -0.3867], [-0.7870, -0.0135, -0.2363], [-1.6611, 0.8969, -1.4423], [0.6565, 1.6121, 1.4535], [1.3764, 0.1010, 1.3374], [2.3382, -2.7139, -3.3513], [1.1843, 3.5556, 3.4337], [-1.6477, -2.5015, -3.2106], [1.1776, -1.8082, -0.2784], [1.0263, -1.2034, -0.6324], [-0.7456, -0.0436, -0.0343], [-0.2799, 0.0787, 0.5622], [-0.5342, 0.2392, -0.8064], [0.4851, 1.1763, 0.1021], [2.1651, 0.4613, 1.7529], [-0.6251, 1.2595, 0.1335], [-4.1458, 1.6871, -0.6304], [5.1460, -3.3510, 0.5106], [-0.2568, 0.5673, -0.8772], [-0.0316, -0.1360, 0.3481], [-0.1399, -0.0806, -0.2840], [2.2129, 2.2415, -0.9806], [-0.2612, 0.5139, -0.6910], [0.7804, 0.0649, 0.0560], [2.0444, -3.3209, 1.9412], [-1.3802, -0.1480, -2.0340], [-4.0874, 3.8571, -2.2106], [4.0813, -2.0589, 2.0450], [-0.7351, -1.3855, -1.5967], [-0.8939, 0.5013, -0.5247], [-0.1995, -0.1017, -0.0530], [0.4520, -0.3459, -0.4426], [-0.7542, -0.1134, 0.0746], [-2.1841, 2.1022, -1.1876], [0.8589, 1.5753, 1.5832], [0.8868, -0.6982, 0.4011], [-0.8150, 2.7974, 0.3394], [0.3436, -0.7402, -1.2084], [1.1984, -2.8474, -2.1391], [0.7638, 0.2941, -0.0762], [0.2551, 0.0137, 0.3836], [1.5313, -0.1045, -2.5048], [0.2088, 0.1207, -0.4495]], "nbo_charge": [-0.461, 0.114, 0.156, 0.159, 0.268, -0.112, -0.123, -0.520, 0.977, -0.595, -0.474, 0.224, 0.180, 0.187, 0.176, -0.107, -0.091, -0.474, 1.007, -0.531, -0.576, 0.190, 0.193, 0.204, 0.193, -0.125, -0.127, -0.497, 0.973, -0.576, -0.479, 0.201, 0.205, 0.167, 0.187, -0.142, -0.125, -0.431, 0.975, -0.589, -0.558, 0.226, 0.184, 0.197, 0.254, -0.101, -0.146, -0.501, 0.983, -0.571, -0.496, 0.193, 0.204, 0.169, 0.182], "e_tot_ha": -9472.55816, "e_homo_ev": -9.4, "lumo_ev": -0.92, "de_lowest_ev": 9.932, "gap_ha": 0.3109}